Entry 1:
Density functional theory data (ωB97M-V with the def2-TZVPD basis set) for 7 unconnected molecules or ions with the total composition C25H47Cl13N2O2 in a non-equilibrium geometry.

Properties
LUMO (spin up / spin down): -2.8 / -7.9 eV
HOMO level (spin up / spin down): -0.3771 / -0.4085 hartree
2S+1: 4
Net charge: +1

Each atom is followed by the atoms it is bonded to, with distances in Å.
Atoms and positions in Å:
1 C 27.93633 2.17944 4.35509  C2 1.530, H12 1.090, H13 1.090, H14 1.090
2 C 29.39341 2.55666 4.63130  C1 1.530, C3 1.635, N7 1.471, C11 1.558
3 C 30.19169 2.46287 3.20775  C2 1.635, C4 1.526, H15 1.090, H16 1.090
4 C 29.83930 3.54261 2.18798  C3 1.526, C5 1.512, H17 1.090, H18 1.090
5 C 30.10847 4.89335 2.81072  C4 1.512, C6 1.530, H19 1.090, H20 1.090
6 C 29.44939 5.11321 4.17379  C5 1.530, N7 1.503, C9 1.527, C10 1.591
7 N 29.38001 3.94532 5.11746  C2 1.471, C6 1.503, O8 1.458
8 O 28.90997 4.20275 6.47366  N7 1.458
9 C 30.19575 6.29457 4.78956  C6 1.527, H21 1.090, H22 1.090, H23 1.090
10 C 27.97283 5.64543 3.91102  C6 1.591, H24 1.090, H25 1.090, H26 1.090
11 C 30.03458 1.53580 5.61804  C2 1.558, H27 1.090, H28 1.090, H29 1.090
12 H 27.45362 1.99926 5.31563  C1 1.090
13 H 27.83650 1.14466 4.02745  C1 1.090
14 H 27.37090 2.84057 3.69836  C1 1.090
15 H 31.23778 2.43648 3.51286  C3 1.090
16 H 30.00595 1.50419 2.72348  C3 1.090
17 H 28.83347 3.29982 1.84527  C4 1.090
18 H 30.32822 3.39724 1.22469  C4 1.090
19 H 29.61413 5.55000 2.09479  C5 1.090
20 H 31.17435 5.11544 2.75891  C5 1.090
21 H 29.66357 6.75215 5.62353  C9 1.090
22 H 31.17084 5.89883 5.07365  C9 1.090
23 H 30.46448 7.03897 4.04007  C9 1.090
24 H 27.49792 4.96957 3.19985  C10 1.090
25 H 27.27313 5.60437 4.74579  C10 1.090
26 H 27.93454 6.67322 3.55006  C10 1.090
27 H 31.11669 1.65496 5.67214  C11 1.090
28 H 29.92190 0.53467 5.20193  C11 1.090
29 H 29.51846 1.75531 6.55267  C11 1.090
30 C 32.86369 12.82653 11.47417  C31 1.537, H41 1.090, H42 1.090, H43 1.090
31 C 33.00402 13.02262 9.95619  C30 1.537, C32 1.542, N36 1.504, C40 1.569
32 C 33.90773 11.86396 9.48806  C31 1.542, C33 1.500, H44 1.090, H45 1.090
33 C 34.02483 11.64147 8.00927  C32 1.500, C34 1.469, H46 1.090, H47 1.090
34 C 32.70287 11.41087 7.41128  C33 1.469, C35 1.586, H48 1.090, H49 1.090
35 C 31.68658 12.57485 7.76654  C34 1.586, N36 1.507, C38 1.579, C39 1.593
36 N 31.69406 12.98277 9.21758  C31 1.504, C35 1.507, O37 1.477
37 O 30.69024 14.00660 9.57067  N36 1.477
38 C 31.95571 13.76289 6.76240  C35 1.579, H50 1.090, H51 1.090, H52 1.090
39 C 30.24230 11.99880 7.42059  C35 1.593, H53 1.090, H54 1.090, H55 1.090
40 C 33.70847 14.39105 9.65261  C31 1.569, H56 1.090, H57 1.090, H58 1.090
41 H 32.15443 12.04121 11.73555  C30 1.090
42 H 32.39600 13.74052 11.84021  C30 1.090
43 H 33.84041 12.84170 11.95779  C30 1.090
44 H 34.91248 11.99137 9.89097  C32 1.090
45 H 33.50563 10.93913 9.90171  C32 1.090
46 H 34.52354 10.69585 7.79670  C33 1.090
47 H 34.41338 12.51172 7.48031  C33 1.090
48 H 32.20372 10.48283 7.68998  C34 1.090
49 H 32.88173 11.29497 6.34232  C34 1.090
50 H 31.46942 14.68807 7.07170  C38 1.090
51 H 33.01497 14.01932 6.78015  C38 1.090
52 H 31.68736 13.59437 5.71948  C38 1.090
53 H 29.47805 12.76643 7.54214  C39 1.090
54 H 30.20557 11.42538 6.49435  C39 1.090
55 H 30.21876 11.26876 8.22966  C39 1.090
56 H 33.50017 15.16899 10.38714  C40 1.090
57 H 33.39519 14.71808 8.66114  C40 1.090
58 H 34.79551 14.39475 9.57242  C40 1.090
59 Cl 26.09348 10.65721 12.86110  C60 1.805
60 C 27.28769 9.37393 12.43268  Cl59 1.805, C61 1.461, H63 1.090, H64 1.090
61 C 28.69747 9.50849 12.79359  C60 1.461, Cl62 1.786, H65 1.090, H66 1.090
62 Cl 29.56788 10.80447 11.92616  C61 1.786
63 H 27.17201 9.03830 11.40211  C60 1.090
64 H 27.11465 8.42904 12.94781  C60 1.090
65 H 29.02722 8.51605 12.48629  C61 1.090
66 H 28.86939 9.60332 13.86576  C61 1.090
67 Cl 26.52667 11.85441 8.05447  C68 1.746
68 C 27.03147 10.68009 6.86554  Cl67 1.746, C69 1.478, H71 1.090, H72 1.090
69 C 27.21352 9.27142 7.27318  C68 1.478, Cl70 1.821, H73 1.090, H74 1.090
70 Cl 27.91756 8.97219 8.92602  C69 1.821
71 H 27.92720 11.15422 6.46434  C68 1.090
72 H 26.27211 10.71726 6.08446  C68 1.090
73 H 27.81966 8.74663 6.53474  C69 1.090
74 H 26.19996 8.87749 7.19825  C69 1.090
75 C 25.13823 5.71565 6.57364  Cl76 1.749, Cl77 1.809, Cl78 1.678, H79 1.090
76 Cl 25.92937 5.74956 8.13336  C75 1.749
77 Cl 23.43255 6.28587 6.77294  C75 1.809
78 Cl 25.21411 4.21624 5.82368  C75 1.678
79 H 25.51257 6.35264 5.77226  C75 1.090
80 C 23.07638 12.09991 5.19120  Cl81 1.825, Cl82 1.773, Cl83 1.863, H84 1.090
81 Cl 22.88347 10.36860 4.64643  C80 1.825
82 Cl 22.06387 13.16594 4.19963  C80 1.773
83 Cl 24.85774 12.64383 5.20419  C80 1.863
84 H 22.72293 12.25912 6.20994  C80 1.090
85 C 30.15712 11.34900 3.12149  Cl86 1.754, Cl87 1.756, Cl88 1.787, H89 1.090
86 Cl 31.23446 10.40597 4.13385  C85 1.754
87 Cl 28.74923 11.88969 4.02070  C85 1.756
88 Cl 29.67088 10.38243 1.69909  C85 1.787
89 H 30.74596 12.17708 2.72696  C85 1.090

Mulliken population analysis, charges in e, atoms 1 to 5: -1.418, 0.841, -1.175, -0.785, -1.166

Entry 2:
Density functional theory data (ωB97M-V with the def2-TZVPD basis set) for 3 unconnected molecules or ions with the total composition C25H48N4O3 in a non-equilibrium geometry.

Properties
LUMO (spin up / spin down): 0.7 / 0.3 eV
HOMO level (spin up / spin down): -0.2865 / -0.2865 hartree
2S+1: 3
Net charge: 0

Each atom is followed by the atoms it is bonded to, with distances in Å.
Atoms and positions in Å:
1 C 0.90443 2.19802 -0.83535  C2 1.514, H11 1.091, H12 1.091, H13 1.088
2 C -0.39235 2.06613 -1.60507  C1 1.514, C3 1.510, N4 1.258
3 C -0.39133 1.06455 -2.73548  C2 1.510, H14 1.097, H15 1.090, H16 1.087
4 N -1.39969 2.78247 -1.37257  C2 1.258, C5 1.417
5 C -2.49050 2.90307 -0.47553  N4 1.417, C6 1.531, C10 1.547, H17 1.103
6 C -3.02311 1.53876 -0.03085  C5 1.531, N7 1.463, H18 1.089, H19 1.095
7 N -3.97478 1.08033 -1.04325  C6 1.463, C8 1.413, H20 1.012
8 C -4.49505 2.22645 -1.68445  N7 1.413, O9 1.205, C10 1.522
9 O -5.36388 2.19095 -2.51871  C8 1.205
10 C -3.72412 3.45626 -1.22665  C5 1.547, C8 1.522, H21 1.091, H22 1.089
11 H 1.34303 3.16368 -1.09142  C1 1.091
12 H 0.73052 2.16982 0.24089  C1 1.091
13 H 1.64073 1.44414 -1.10565  C1 1.088
14 H -0.67017 0.10298 -2.28683  C3 1.097
15 H 0.58303 0.94228 -3.20885  C3 1.090
16 H -1.14918 1.32905 -3.46914  C3 1.087
17 H -2.32616 3.55056 0.40164  C5 1.103
18 H -2.28212 0.78324 0.22707  C6 1.089
19 H -3.59562 1.69310 0.89016  C6 1.095
20 H -3.60002 0.46094 -1.75092  N7 1.012
21 H -3.38228 3.89685 -2.16436  C10 1.091
22 H -4.30282 4.23557 -0.73293  C10 1.089
23 C -5.81764 -5.62534 1.06178  C24 1.543, H34 1.090, H35 1.088, H36 1.089
24 C -4.79602 -4.89962 1.96234  C23 1.543, C25 1.534, N29 1.502, C33 1.525
25 C -5.48774 -3.85807 2.85151  C24 1.534, C26 1.527, H37 1.094, H38 1.093
26 C -5.95635 -2.61456 2.09993  C25 1.527, C27 1.527, H39 1.093, H40 1.091
27 C -4.81269 -1.99626 1.29973  C26 1.527, C28 1.532, H41 1.093, H42 1.095
28 C -4.12895 -2.99913 0.36479  C27 1.532, N29 1.501, C31 1.533, C32 1.522
29 N -3.73514 -4.21918 1.14512  C24 1.502, C28 1.501, O30 1.282
30 O -2.65316 -4.03506 1.80725  N29 1.282
31 C -5.05845 -3.33857 -0.80645  C28 1.533, H43 1.091, H44 1.091, H45 1.086
32 C -2.87353 -2.38342 -0.23663  C28 1.522, H46 1.088, H47 1.090, H48 1.091
33 C -4.12924 -5.95530 2.83805  C24 1.525, H49 1.091, H50 1.091, H51 1.086
34 H -6.75933 -5.08484 0.97042  C23 1.090
35 H -5.42190 -5.79151 0.06210  C23 1.088
36 H -6.04509 -6.60486 1.48080  C23 1.089
37 H -4.78794 -3.55243 3.63559  C25 1.094
38 H -6.32933 -4.34396 3.35225  C25 1.093
39 H -6.79648 -2.85420 1.44262  C26 1.093
40 H -6.33300 -1.88222 2.81628  C26 1.091
41 H -5.16887 -1.15534 0.69892  C27 1.093
42 H -4.06592 -1.59735 1.99419  C27 1.095
43 H -4.63123 -4.13104 -1.42264  C31 1.091
44 H -5.16989 -2.44801 -1.42589  C31 1.091
45 H -6.05546 -3.64122 -0.50031  C31 1.086
46 H -2.19657 -2.00932 0.52826  C32 1.088
47 H -3.17572 -1.54658 -0.86678  C32 1.090
48 H -2.32548 -3.09977 -0.84999  C32 1.091
49 H -3.58313 -6.67668 2.22876  C33 1.091
50 H -4.90855 -6.48328 3.38963  C33 1.091
51 H -3.43776 -5.51422 3.55042  C33 1.086
52 C 7.27365 0.43639 -0.19226  C53 1.543, H63 1.090, H64 1.088, H65 1.089
53 C 6.02400 1.05931 -0.84893  C52 1.543, C54 1.534, N58 1.503, C62 1.525
54 C 6.40993 1.95400 -2.03313  C53 1.534, C55 1.526, H66 1.095, H67 1.093
55 C 7.05516 3.27564 -1.62664  C54 1.526, C56 1.527, H68 1.093, H69 1.091
56 C 6.18160 4.02131 -0.62112  C55 1.527, C57 1.532, H70 1.093, H71 1.094
57 C 5.81718 3.17513 0.60261  C56 1.532, N58 1.503, C60 1.533, C61 1.525
58 N 5.23413 1.86846 0.14121  C53 1.503, C57 1.503, O59 1.281
59 O 4.00616 1.99042 -0.20364  N58 1.281
60 C 7.05026 2.97052 1.48942  C57 1.533, H72 1.091, H73 1.090, H74 1.086
61 C 4.77548 3.89261 1.45362  C57 1.525, H75 1.087, H76 1.091, H77 1.091
62 C 5.14954 -0.08867 -1.34318  C53 1.525, H78 1.091, H79 1.091, H80 1.087
63 H 8.19284 0.96109 -0.45128  C52 1.090
64 H 7.18680 0.41544 0.89194  C52 1.088
65 H 7.38563 -0.59572 -0.52197  C52 1.089
66 H 5.50762 2.16765 -2.61474  C54 1.095
67 H 7.07755 1.38515 -2.68543  C54 1.093
68 H 8.05414 3.10745 -1.21525  C55 1.093
69 H 7.19423 3.89525 -2.51431  C55 1.091
70 H 6.68470 4.92717 -0.27385  C56 1.093
71 H 5.25915 4.34035 -1.11597  C56 1.094
72 H 6.83083 2.27807 2.30305  C60 1.091
73 H 7.32214 3.93111 1.92773  C60 1.090
74 H 7.92075 2.60479 0.95259  C60 1.086
75 H 3.89900 4.16821 0.87330  C61 1.087
76 H 5.22268 4.80162 1.85838  C61 1.091
77 H 4.45394 3.26398 2.28468  C61 1.091
78 H 4.81428 -0.70893 -0.51087  C62 1.091
79 H 5.74364 -0.70456 -2.01970  C62 1.091
80 H 4.27498 0.26893 -1.88000  C62 1.087

Mulliken population analysis, charges in e, atoms 1 to 5: -0.920, 0.524, -1.351, -0.300, 0.425

Entry 3:
Density functional theory data (ωB97M-V with the def2-TZVPD basis set) for 2 unconnected molecules or ions with the total composition C25H48N4O5P in a non-equilibrium geometry.

Properties
LUMO: -3.8 eV
HOMO level: -0.3741 hartree
Energy relative to the best compared isomer or geometry (same formula, charge and spin): 0.000 eV
Net charge: +1

Each atom is followed by the atoms it is bonded to, with distances in Å.
Atoms and positions in Å:
1 C 3.96362 -2.56886 5.13782  C2 1.513, H25 1.088, H26 1.086, H27 1.090
2 C 4.28476 -3.79915 4.31763  C1 1.513, O3 1.196, O4 1.364
3 O 4.19140 -4.88581 4.80883  C2 1.196
4 O 4.72485 -3.69290 3.03059  C2 1.364, C5 1.444
5 C 3.79875 -2.94373 2.21403  O4 1.444, C6 1.530, H28 1.088, H29 1.095
6 C 4.30918 -2.95359 0.77209  C5 1.530, C7 1.548, H30 1.092, H31 1.089
7 C 4.30579 -1.56972 0.07928  C6 1.548, C8 1.526, H32 1.092, H33 1.093
8 C 3.05420 -0.73035 0.31996  C7 1.526, C9 1.545, H34 1.091, H35 1.094
9 C 1.82738 -1.13856 -0.52624  C8 1.545, C10 1.551, H36 1.093, H37 1.090
10 C 0.94830 -2.21535 0.16236  C9 1.551, C11 1.529, H38 1.086, H39 1.090
11 C 0.96567 -3.50789 -0.65517  C10 1.529, C12 1.560, H40 1.089, H41 1.092
12 C -0.14342 -4.54391 -0.29554  C11 1.560, C13 1.515, H42 1.090, H43 1.086
13 C -0.74947 -4.35785 1.07993  C12 1.515, C14 1.388, C18 1.412
14 C -0.10141 -5.01169 2.11851  C13 1.388, N15 1.340, H44 1.082
15 N -0.55272 -4.95525 3.37882  C14 1.340, C16 1.343, H45 1.013
16 C -1.65626 -4.26291 3.70587  N15 1.343, C17 1.375, H46 1.079
17 C -2.34003 -3.59340 2.71825  C16 1.375, C18 1.398, H47 1.080
18 C -1.91265 -3.61874 1.38725  C13 1.412, C17 1.398, C19 1.505
19 C -2.71518 -2.89997 0.33600  C18 1.505, C20 1.532, H48 1.086, H49 1.094
20 C -2.63905 -1.37172 0.42064  C19 1.532, O21 1.432, H50 1.093, H51 1.089
21 O -2.68023 -0.91408 1.77702  C20 1.432, C22 1.390
22 C -1.67736 0.01962 2.01327  O21 1.390, C23 1.495, O24 1.191
23 C -2.10699 1.45096 1.97743  C22 1.495, H52 1.092, H53 1.088, H54 1.085
24 O -0.56930 -0.33858 2.26184  C22 1.191
25 H 2.89999 -2.53917 5.36384  C1 1.088
26 H 4.58493 -2.58980 6.02767  C1 1.086
27 H 4.18354 -1.65289 4.58865  C1 1.090
28 H 3.75941 -1.93125 2.61009  C5 1.088
29 H 2.83098 -3.45457 2.24097  C5 1.095
30 H 5.34593 -3.29071 0.83302  C6 1.092
31 H 3.79668 -3.69869 0.16550  C6 1.089
32 H 5.20746 -1.04727 0.40547  C7 1.092
33 H 4.45336 -1.75324 -0.98777  C7 1.093
34 H 2.75874 -0.67437 1.36832  C8 1.091
35 H 3.30499 0.29607 0.03689  C8 1.094
36 H 2.20570 -1.55625 -1.46299  C9 1.093
37 H 1.26523 -0.24016 -0.77980  C9 1.090
38 H -0.07242 -1.84455 0.16361  C10 1.086
39 H 1.23537 -2.34812 1.20520  C10 1.090
40 H 1.94058 -3.99284 -0.65330  C11 1.089
41 H 0.79430 -3.21371 -1.69224  C11 1.092
42 H 0.33161 -5.52499 -0.28558  C12 1.090
43 H -0.92702 -4.54937 -1.04806  C12 1.086
44 H 0.77722 -5.61763 1.94302  C14 1.082
45 H -0.08164 -5.45629 4.12223  N15 1.013
46 H -1.98000 -4.28020 4.73488  C16 1.079
47 H -3.23667 -3.07111 3.01812  C17 1.080
48 H -2.46493 -3.26667 -0.65544  C19 1.086
49 H -3.76084 -3.17328 0.50311  C19 1.094
50 H -3.52497 -0.97359 -0.08151  C20 1.093
51 H -1.79635 -0.94877 -0.12518  C20 1.089
52 H -2.41127 1.74074 2.98551  C23 1.092
53 H -2.95256 1.55473 1.30079  C23 1.088
54 H -1.29401 2.09883 1.66636  C23 1.085
55 O -1.90146 3.20629 -0.90708  P56 1.505
56 P -1.44842 3.90690 -2.15965  O55 1.505, N57 1.721, N60 1.719, N63 1.741
57 N -1.29933 5.51112 -1.55329  P56 1.721, C58 1.451, C59 1.462
58 C -1.53777 6.74296 -2.28226  N57 1.451, H66 1.099, H67 1.090, H68 1.086
59 C -0.34017 5.67495 -0.46168  N57 1.462, H69 1.099, H70 1.091, H71 1.089
60 N -2.89092 3.73147 -3.07711  P56 1.719, C61 1.451, C62 1.457
61 C -3.53594 4.80238 -3.81448  N60 1.451, H72 1.097, H73 1.094, H74 1.089
62 C -3.90318 2.81962 -2.56088  N60 1.457, H75 1.097, H76 1.087, H77 1.093
63 N -0.54249 4.18866 -3.61997  P56 1.741, C64 1.488, C65 1.484
64 C -0.55531 3.02384 -4.54633  N63 1.488, H78 1.094, H79 1.090, H80 1.085
65 C 0.89289 4.48626 -3.38923  N63 1.484, H81 1.093, H82 1.089, H83 1.089
66 H -0.84017 6.92001 -3.11251  C58 1.099
67 H -1.45444 7.59603 -1.60841  C58 1.090
68 H -2.55042 6.79503 -2.67145  C58 1.086
69 H 0.70362 5.57103 -0.78788  C59 1.099
70 H -0.51523 4.92896 0.31521  C59 1.091
71 H -0.44519 6.65065 0.01088  C59 1.089
72 H -4.13123 5.44866 -3.15844  C61 1.097
73 H -4.21313 4.38601 -4.56603  C61 1.094
74 H -2.82019 5.40623 -4.36941  C61 1.089
75 H -4.47769 3.26307 -1.73831  C62 1.097
76 H -3.45356 1.89387 -2.20955  C62 1.087
77 H -4.59974 2.54642 -3.35725  C62 1.093
78 H -0.11529 2.13288 -4.08785  C64 1.094
79 H 0.00970 3.26389 -5.44710  C64 1.090
80 H -1.56246 2.77702 -4.86618  C64 1.085
81 H 1.37775 3.73246 -2.76348  C65 1.093
82 H 1.02570 5.46052 -2.92224  C65 1.089
83 H 1.42089 4.53535 -4.33992  C65 1.089

Mulliken population analysis, charges in e, atoms 1 to 5: -0.863, 0.626, -0.542, -0.390, 0.285